(1)
The following is a DFT calculation (wB97M-V/def2-TZVPD) of a cluster of 3 separate species, C3H13NO2 in total at a distorted geometry.

Structure (XYZ):
```
19
Properties=species:S:1:pos:R:3:forces:R:3
C -0.952319 0.756021 0.112425 -0.8 -0.1 -1.6
C 0.560677 1.179846 -0.060257 1.0 -0.5 -0.2
C 1.124692 1.168808 1.346167 -0.2 -0.2 2.4
N -1.531139 0.757738 -1.237592 2.8 2.4 0.7
H -1.363293 1.578448 0.689312 -0.6 -0.6 0.3
H -1.112585 -0.261386 0.437851 0.4 -0.1 0.8
H 0.586085 2.131763 -0.582201 -0.1 0.4 0.4
H 1.203416 0.526084 -0.657163 -0.6 -0.4 -0.2
H 1.496352 0.211205 1.722236 0.2 -0.3 -0.9
H 0.393365 1.322150 2.151688 -0.4 0.5 -0.4
H 1.902425 1.886592 1.613838 0.0 0.2 -0.8
H -0.832471 0.420778 -1.915705 -0.9 -1.0 -0.2
H -1.725758 1.734697 -1.497455 -1.0 -0.4 -0.3
H 0.488942 -2.873245 0.615127 0.0 0.4 0.0
H -0.289846 -1.714687 1.366890 0.6 -0.8 -0.1
O -0.242077 -2.672679 1.210760 -0.5 0.4 0.3
H 0.725600 -1.991792 -2.336270 -0.9 -0.1 0.0
H -0.685094 -1.979621 -1.466427 0.1 -0.3 -0.8
O 0.253019 -2.180713 -1.513219 0.9 0.3 0.7
```
Positions in Å, forces in eV/Å.

Summary:
- Net charge: +1
- E: -326.95393 a.u.
- Orbital gap (spin up / spin down): 10.871 / 5.319 eV
- Multiplicity: 2
- LUMO energy (spin up / spin down): -3.71 / -9.25 eV
- HOMO level (spin up / spin down): -14.579 / -14.574 eV

(2)
The following is a DFT calculation (wB97M-V/def2-TZVPD) of a cluster of 11 separate species, C5H33N2O11 in total at a distorted geometry.

Structure (XYZ):
```
51
Properties=species:S:1:pos:R:3:forces:R:3
N 0.431621 -0.067849 2.942564 0.2 0.0 -0.1
C 0.130986 -0.888885 1.735629 0.1 1.0 1.1
C -0.722983 -0.015031 0.799462 0.0 -1.1 -0.3
N -1.017609 -0.688446 -0.496645 0.7 0.8 0.5
C -1.732948 1.160445 -2.011394 -0.4 -0.1 0.2
C -0.666150 0.127331 -1.681302 -0.9 -0.7 -0.3
C -0.453849 -0.838808 -2.855248 0.7 0.1 -0.5
O 0.883489 -1.317564 -2.943699 0.5 0.3 0.1
H 1.360535 0.330695 2.813630 -0.1 0.1 0.0
H 0.513464 -0.648967 3.768056 -0.1 -0.1 -0.1
H -0.397888 -1.778411 2.078527 0.0 -0.1 -0.3
H 1.091080 -1.159457 1.286659 -0.3 -0.2 -0.1
H -0.159664 0.894944 0.625382 -0.1 0.3 0.0
H -1.676836 0.210768 1.265075 0.1 0.4 0.4
H -2.004462 -0.927146 -0.490457 -0.1 0.5 -0.4
H -1.392930 1.795858 -2.823520 0.0 0.2 -0.1
H -2.684817 0.687864 -2.308520 0.3 0.0 0.0
H -1.966864 1.774333 -1.137434 0.2 0.1 -0.1
H 0.284155 0.626807 -1.492194 0.0 0.0 0.2
H -0.710968 -0.358682 -3.820718 -0.1 -0.2 0.4
H -1.029270 -1.759619 -2.714999 -0.5 0.3 -0.1
H 3.220404 -0.167773 -1.438600 -0.1 0.0 -0.2
H 1.545887 -0.613507 -2.666623 -0.5 -0.2 -0.2
O 2.743280 0.472069 -2.012850 -0.1 0.1 0.4
H 0.576179 -1.768835 -0.352098 -0.3 -0.2 -0.1
H 1.066814 -2.459160 -1.569499 0.2 -0.1 0.2
O 1.074222 -2.570401 -0.589442 0.2 -0.3 -0.3
H 2.829165 1.556028 0.690959 0.7 -0.2 0.4
H 4.210457 1.145057 1.603385 -0.5 0.0 -0.1
O 3.313520 0.833609 1.410865 -0.1 0.2 0.0
H -1.552273 -2.596543 -0.310089 0.3 -0.6 0.3
H -0.518370 -3.486173 0.312110 -0.9 0.0 0.0
O -1.501111 -3.364495 0.299605 0.6 0.1 -0.4
H 3.490605 -0.672008 0.543075 -0.3 -0.4 -0.2
H 2.709792 -1.904737 -0.189204 0.8 0.6 0.2
O 3.567168 -1.408460 -0.120128 -0.3 -0.2 0.0
H -4.508431 0.475476 0.468733 0.0 -0.5 0.0
H -4.320377 -1.056126 0.840350 0.0 0.5 -0.1
O -4.643576 -0.431040 0.153285 0.0 0.2 -0.1
H 2.965000 2.995134 -0.489279 0.2 0.1 -0.1
H 2.481566 1.188253 -1.354148 0.1 -0.2 -0.5
O 2.284250 2.385110 -0.203127 -0.5 -0.1 0.2
H -2.064236 4.867760 0.850957 0.2 -0.5 0.2
H -0.942904 3.859866 1.276903 -0.5 0.2 -0.2
O -1.923094 3.946882 1.123004 0.3 0.3 0.0
H 1.328006 3.288412 0.816141 -0.1 0.1 0.2
H 0.832642 3.185188 2.286217 0.1 0.3 -0.3
O 0.815190 3.794382 1.527079 0.1 -0.6 0.2
H -2.791147 -1.465302 2.373342 -0.1 0.1 0.2
H -2.714531 -2.631733 1.397615 -0.4 0.1 0.4
O -3.366719 -2.096328 1.926629 0.7 -0.4 -0.3
```
Positions in Å, forces in eV/Å.

Summary:
- Net charge: -1
- E: -1147.56860 a.u.
- Orbital gap: 9.665 eV
- LUMO energy: 2.96 eV
- HOMO level: -6.701 eV

(3)
The following is a DFT calculation (wB97M-V/def2-TZVPD) of a structure of composition C35H33AuN7O6S2.

Structure (XYZ):
```
84
Properties=species:S:1:pos:R:3:forces:R:3
Au -0.614484 -0.485293 -2.719058 -0.1 0.0 0.1
C -0.426945 2.796826 5.546968 0.0 0.0 0.0
O 0.634625 2.723814 4.592800 -0.1 0.1 0.0
C 1.424879 1.611871 4.724191 0.0 0.0 0.0
C 2.441368 1.573021 5.664246 0.0 0.0 0.0
C 3.259837 0.457070 5.761079 0.0 0.0 0.0
C 3.050777 -0.628450 4.922172 0.0 0.0 0.0
C 2.028930 -0.595417 3.984971 0.0 0.0 0.0
C 1.219766 0.529207 3.867271 0.0 0.1 -0.1
N 0.186185 0.617461 2.903373 0.0 -0.2 -0.1
C 0.236998 0.073212 1.636780 0.0 0.1 0.2
N 1.510515 0.150220 1.075608 0.0 0.0 0.1
C 1.862106 -0.250960 -0.195718 0.3 -0.3 0.3
C 1.220980 0.313858 -2.560271 0.2 0.0 0.0
C 2.255666 -0.257328 -3.287753 -0.3 0.1 0.1
C 3.569451 -0.564882 -2.832264 0.1 0.0 0.0
C 4.035986 -0.396063 -1.574497 0.1 -0.1 -0.1
C 3.327602 0.316157 -0.468685 0.0 0.0 -0.2
O 4.127041 0.503740 0.655243 -0.1 0.0 0.1
C 4.545177 -0.658830 1.365291 0.0 0.0 -0.1
N -0.745382 -0.372114 0.964682 -0.1 -0.1 0.1
C -1.983388 -0.466024 1.644880 0.1 0.1 -0.1
C -2.318815 -1.590168 2.395282 0.0 -0.1 0.0
C -3.539310 -1.671119 3.048924 0.0 0.0 0.0
C -4.444371 -0.622096 2.967889 0.0 0.0 0.0
C -4.123260 0.502357 2.224476 0.0 0.0 0.0
C -2.904855 0.577582 1.566722 -0.1 0.0 0.0
O -2.596356 1.711629 0.836583 0.0 0.1 -0.1
C -3.061015 1.619363 -0.514880 0.1 0.0 0.1
H -0.833811 3.802568 5.492593 0.0 0.0 0.0
H -0.058822 2.606543 6.556212 0.0 0.0 0.0
H -1.218287 2.076555 5.316370 0.0 0.0 0.0
H 2.587523 2.434238 6.304600 0.0 0.0 0.0
H 4.056684 0.435913 6.492743 0.0 0.0 0.0
H 3.671247 -1.511206 5.010219 0.0 0.0 0.0
H 1.834030 -1.452544 3.349395 0.0 0.0 0.0
H -0.744550 0.804120 3.241592 0.0 0.0 0.0
H 2.142678 0.804322 1.521894 0.0 0.0 0.0
H 2.003302 -0.598528 -4.286775 0.0 -0.1 0.1
H 4.229252 -1.051353 -3.540726 0.0 0.0 0.0
H 5.044975 -0.724096 -1.355762 0.0 0.0 0.0
H 5.252524 -0.316887 2.114929 0.0 0.0 0.0
H 5.039162 -1.383648 0.714083 0.0 0.0 0.0
H 3.700275 -1.126127 1.871803 0.0 0.0 0.0
H -1.604786 -2.404055 2.453828 0.0 0.0 0.0
H -3.783029 -2.555382 3.623383 0.0 0.0 0.0
H -5.396547 -0.679220 3.478533 0.0 0.0 0.0
H -4.808302 1.337874 2.143301 0.0 0.0 0.0
H -2.793294 2.551991 -1.008881 0.0 0.0 0.0
H -4.142688 1.479789 -0.533095 0.0 0.0 0.0
H -2.573964 0.780481 -1.013612 0.0 -0.1 -0.1
N -0.108197 3.397846 0.754732 -0.1 0.0 0.0
C 0.731620 2.700402 -0.006031 0.1 0.1 0.0
N 0.345357 1.819951 -0.871418 0.1 -0.1 0.0
C 1.414551 1.080414 -1.350962 -0.2 0.3 -0.5
C 2.806819 1.660684 -1.015014 -0.1 -0.1 0.0
S 2.489492 2.977985 0.172358 -0.1 0.0 0.0
C 1.427224 -1.657912 -0.523102 -0.2 0.1 -0.1
C 2.010171 -2.747561 0.011012 0.0 0.0 0.0
S 1.137031 -4.178624 -0.406607 0.0 -0.1 0.0
C 0.011695 -3.220561 -1.310185 0.1 0.1 0.0
N 0.310623 -1.936319 -1.299560 0.1 -0.2 0.0
N -1.032696 -3.743081 -1.960247 -0.1 0.1 0.0
H -1.048432 3.023445 0.858876 0.0 0.0 0.0
H 0.236953 4.052847 1.433441 0.0 0.0 0.1
H 3.376508 2.042422 -1.859515 0.0 0.0 0.0
H 2.874944 -2.802560 0.649411 0.0 0.0 0.0
H -1.257717 -4.714224 -1.834627 0.0 0.0 0.0
H -1.778506 -3.099511 -2.242857 0.0 0.0 0.0
O -1.977430 1.086528 -4.060172 0.0 0.0 -0.1
C -2.270182 0.310240 -5.193739 0.0 0.1 0.0
C -1.891428 0.831228 -6.416565 0.0 0.0 0.0
C -2.128767 0.095749 -7.568224 0.0 0.0 0.0
C -2.761238 -1.137850 -7.488940 0.0 0.0 0.0
C -3.144785 -1.637878 -6.254974 0.0 0.0 -0.1
C -2.879651 -0.933915 -5.082815 0.0 0.0 0.0
C -3.279343 -1.578597 -3.777111 0.2 0.0 0.1
O -4.284520 -2.242468 -3.712108 -0.1 -0.1 0.0
O -2.463456 -1.440548 -2.745505 -0.1 0.1 -0.1
H -2.763198 1.146486 -3.499722 0.0 -0.1 0.0
H -1.432276 1.811052 -6.452207 0.0 0.0 0.0
H -1.834626 0.496639 -8.529665 0.0 0.0 0.0
H -2.962280 -1.704950 -8.388524 0.0 0.0 0.0
H -3.657522 -2.587358 -6.172402 0.0 0.0 0.0
```
Positions in Å, forces in eV/Å.

Summary:
- Net charge: +1
- E: -3120.01356 a.u.
- Orbital gap (spin up / spin down): 7.663 / 5.480 eV
- Multiplicity: 3
- LUMO energy (spin up / spin down): -3.14 / -5.44 eV
- HOMO level (spin up / spin down): -10.808 / -10.916 eV

(4)
The following is a DFT calculation (wB97M-V/def2-TZVPD) of a cluster of 11 separate species, C16H23Cl24NO6 in total at a distorted geometry.

Structure (XYZ):
```
70
Properties=species:S:1:pos:R:3:forces:R:3
C 6.350538 -5.280465 -0.233555 0.6 -0.5 0.3
O 5.139954 -4.903952 -0.861080 -0.3 0.3 -0.3
C 4.242240 -4.283961 -0.088552 0.3 0.0 0.5
O 4.334443 -4.102544 1.101192 0.1 -0.1 -0.4
O 3.229219 -3.910224 -0.860887 0.3 -0.2 -0.1
C 2.129000 -3.316287 -0.208557 -1.6 0.5 -0.6
H 6.935024 -5.842642 -0.959107 -0.2 0.0 -0.2
H 6.153799 -5.930055 0.618259 0.0 0.2 0.1
H 6.957087 -4.425360 0.063060 -0.3 0.1 0.2
H 1.971491 -2.308221 -0.598899 0.5 0.2 0.3
H 2.153363 -3.337412 0.874049 0.4 0.0 0.0
H 1.219115 -3.812191 -0.558294 0.2 -0.4 0.2
C -0.927340 -0.768217 -1.632974 0.1 -0.8 -0.2
O -0.992560 -0.557596 -0.227275 -0.1 -0.2 0.1
C -1.005159 0.730287 0.118776 0.0 -0.6 0.2
O -1.064052 1.642356 -0.645423 -0.1 1.0 -0.8
O -0.963598 0.799132 1.429614 -0.3 0.0 0.5
C -1.120328 2.096889 1.987979 0.3 1.0 0.3
H -0.033393 -0.298605 -2.030499 -0.1 0.1 -0.2
H -1.823292 -0.448283 -2.158541 0.0 0.4 0.1
H -0.868202 -1.847373 -1.767529 0.1 0.0 0.1
H -0.159306 2.606692 2.001841 0.1 -0.1 0.2
H -1.507444 1.985237 2.990491 0.1 -0.2 0.3
H -1.790587 2.781747 1.468729 -0.2 -0.6 -0.4
Cl -2.995385 1.230006 -4.288315 0.0 0.0 -0.1
C -3.689312 -0.239504 -4.998014 0.2 0.1 0.3
Cl -5.327538 -0.466351 -4.403080 -0.1 -0.1 -0.2
Cl -2.689269 -1.640203 -4.615060 0.0 -0.1 -0.1
H -3.688289 -0.128814 -6.072145 -0.1 0.1 -0.1
Cl -1.100641 -4.557768 -5.816126 0.0 0.0 -0.1
C 0.112772 -5.054464 -4.642709 0.0 0.0 0.1
Cl -0.196146 -4.304463 -3.075566 -0.1 0.1 0.1
Cl 1.741660 -4.689456 -5.196266 0.0 0.0 0.0
H 0.016557 -6.120264 -4.497045 0.1 -0.1 -0.1
Cl 0.548706 1.935302 -6.572295 0.0 -0.1 0.0
C 1.333369 0.411382 -6.106345 -0.4 0.3 0.0
Cl 0.534307 -0.951625 -6.882049 0.1 -0.1 0.0
Cl 1.304597 0.235191 -4.353849 0.2 0.0 -0.1
H 2.353774 0.474907 -6.452621 0.1 -0.2 0.1
Cl 1.522213 -0.700224 3.187793 0.3 -0.1 0.1
C 1.130652 0.325873 4.566286 -0.4 0.1 -0.4
Cl 1.536015 2.005739 4.202937 0.3 0.1 0.2
Cl 1.860056 -0.226714 6.055841 0.1 0.0 0.1
H 0.054728 0.292834 4.671506 -0.1 0.0 0.1
Cl -1.433277 -3.744961 0.619471 0.0 0.0 -0.1
C -2.473411 -2.820246 1.711448 0.0 -0.6 0.2
Cl -1.584720 -2.385543 3.167707 0.0 0.2 -0.1
Cl -3.874712 -3.809116 2.171944 0.0 0.2 -0.2
H -2.821592 -1.948186 1.176573 0.1 0.2 0.1
Cl -4.162832 0.905672 1.103536 0.0 -0.1 -0.2
C -4.439266 1.411090 -0.576712 0.0 0.3 0.3
Cl -4.220444 3.161234 -0.702916 0.0 -0.1 -0.1
Cl -6.047210 0.949459 -1.097919 -0.1 -0.1 -0.1
H -3.703842 0.936446 -1.212208 0.1 0.0 0.0
Cl 0.180582 5.607617 3.294068 -0.1 -0.1 -0.1
C -0.833151 6.356802 2.041887 0.3 0.1 0.1
Cl -0.934996 5.366058 0.594750 0.0 -0.1 0.1
Cl -0.199828 7.956958 1.650915 -0.1 0.1 0.0
H -1.818507 6.473132 2.468373 -0.1 0.0 -0.1
Cl 2.849418 0.401690 -0.567713 -0.1 0.1 0.2
C 3.420547 1.870806 0.265492 -0.3 -0.1 -0.6
Cl 2.105597 3.020897 0.465693 -0.1 0.0 0.1
Cl 4.695717 2.600448 -0.706310 0.2 0.0 0.2
H 3.781519 1.562044 1.234864 0.2 0.1 0.1
C -1.789707 5.580882 6.630959 0.4 0.2 -0.1
C -2.145593 4.353516 5.940837 0.2 0.8 0.5
N -2.438934 3.392620 5.405185 -0.2 -1.0 -0.6
H -1.358974 6.282684 5.915696 -0.1 0.0 0.0
H -1.013681 5.389776 7.370000 -0.1 -0.1 0.1
H -2.661539 6.027888 7.098682 0.0 0.0 0.1
```
Positions in Å, forces in eV/Å.

Summary:
- E: -12174.23842 a.u.
- Orbital gap: 11.095 eV
- LUMO energy: 0.34 eV
- HOMO level: -10.754 eV

(5)
The following is a DFT calculation (wB97M-V/def2-TZVPD) of a cluster of 2 separate species, C18H13N4O5 in total at a distorted geometry.

Structure (XYZ):
```
40
Properties=species:S:1:pos:R:3:forces:R:3
C 0.843979 5.170576 1.236318 -0.7 -0.3 0.2
O -0.530815 4.803751 1.473178 0.5 0.1 -0.2
C -0.841436 3.489280 1.630692 0.0 -0.9 0.1
C -2.221149 3.183428 1.732232 0.9 0.6 -0.3
C -2.626965 1.876699 1.832059 0.2 -0.7 0.3
C -1.688061 0.826650 1.955486 0.4 1.0 -0.5
C -2.169345 -0.520779 2.178242 0.2 -0.7 0.9
C -1.601824 -1.364833 3.087054 -0.8 0.3 -0.7
C -2.175972 -2.646019 3.373458 -1.8 -2.1 1.1
N -2.752795 -3.598338 3.736671 1.2 2.1 -0.5
C -0.482426 -1.007189 3.900361 2.6 0.7 1.3
N 0.464732 -0.735207 4.537352 -2.3 -0.6 -1.4
C -0.317312 1.137467 1.862579 -0.6 -0.3 0.1
C 0.111467 2.442415 1.688767 -0.4 0.9 -0.1
H 0.806720 6.243442 1.046647 0.1 -0.1 0.0
H 1.454064 4.960760 2.125377 -0.1 0.0 -0.2
H 1.256248 4.647351 0.361711 -0.1 0.1 0.2
H -2.924903 4.009604 1.694939 0.0 -0.2 -0.1
H -3.688620 1.628988 1.876449 0.2 0.1 0.0
H -3.101345 -0.813339 1.685288 0.4 -0.2 0.1
H 0.410518 0.328171 1.916157 -0.2 0.3 -0.1
H 1.176727 2.653071 1.599589 -0.3 -0.1 0.0
C -0.461210 -2.048892 -0.219464 0.1 -0.4 0.1
N -1.300145 -2.907378 0.443099 -0.1 -0.1 0.7
O -0.907760 -3.450307 1.533254 0.1 0.6 -1.7
O -2.477346 -3.117459 0.015283 1.0 -0.3 1.1
C -0.710433 -1.628672 -1.550396 -0.2 0.4 -0.2
C -1.977632 -1.801408 -2.176297 0.0 0.1 -0.8
C -2.229694 -1.269418 -3.426958 0.6 0.2 -0.1
C -1.223112 -0.554468 -4.112155 0.1 -0.3 1.1
N -1.574656 0.204097 -5.262276 -0.5 0.7 -1.3
O -0.680698 0.823471 -5.881622 -1.2 -0.8 0.8
O -2.784306 0.242921 -5.592612 1.8 0.0 0.2
C 0.075087 -0.450096 -3.554936 -0.5 -0.1 0.0
C 0.324025 -0.978370 -2.304717 -0.4 -0.2 0.1
H 0.484621 -1.817956 0.271341 -0.4 -0.4 -0.1
H -2.735402 -2.360275 -1.639802 0.2 0.4 -0.4
H -3.204624 -1.384164 -3.890546 0.2 0.1 0.1
H 0.845799 0.063855 -4.121778 -0.1 -0.1 0.1
H 1.323485 -0.923266 -1.868921 -0.3 0.1 -0.1
```
Positions in Å, forces in eV/Å.

Summary:
- Net charge: -1
- E: -1288.77538 a.u.
- Orbital gap: 6.338 eV
- LUMO energy: 1.88 eV
- HOMO level: -4.457 eV

(6)
The following is a DFT calculation (wB97M-V/def2-TZVPD) of the molecule C2H3N5O at a distorted geometry.

Structure (XYZ):
```
11
Properties=species:S:1:pos:R:3:forces:R:3
N -2.436073 -0.326480 -0.045695 3.8 -1.6 1.6
N -1.631578 0.860435 -0.164922 -0.6 -2.2 -0.2
C -0.408016 0.573014 -0.302515 2.4 -3.8 2.1
N 0.613684 1.461436 -0.129661 2.8 0.9 0.3
N 1.842914 1.158370 0.145497 -2.1 0.2 -0.5
C 2.304658 -0.208730 0.047292 -1.3 -1.2 -3.0
N 1.480992 -1.202635 -0.252854 0.0 2.4 1.4
O 0.031819 -0.857965 -0.026034 1.3 1.5 -1.2
H -3.280414 -0.005847 0.311725 -1.8 0.5 0.8
H -1.969388 -1.136725 0.701803 -1.5 3.2 -2.8
H 3.451397 -0.314871 -0.284635 -2.8 0.0 1.4
```
Positions in Å, forces in eV/Å.

Summary:
- E: -426.80339 a.u.
- Orbital gap: 7.851 eV
- LUMO energy: -1.67 eV
- HOMO level: -9.520 eV